26
Properties=species:S:1:pos:R:3:forces:R:3 method="wB97M-V/def2-TZVPD" lumo_ev="-10.68 / -15.48" total_charge=+3 spin_multiplicity=5 largest_force_ev_per_a=6.030 e_homo_ev="-16.73 / -20.65" e_tot_ev=-94061.124 orbital_gap_ev="6.1 / 5.2"
Ir 0.834 -0.748 0.083 -1.6 1.3 -0.3
O -1.365 -2.648 1.159 3.5 2.8 -1.7
C -0.517 -1.948 0.757 -4.1 -3.9 2.2
C 1.719 0.822 -0.630 2.5 3.7 -1.8
O 2.219 1.776 -1.064 -1.6 -3.1 1.4
C 0.301 -1.276 -1.771 -1.0 -0.8 -3.6
O -0.101 -1.466 -2.844 1.4 0.7 3.9
C 1.187 -0.092 1.927 0.5 0.7 2.6
O 1.289 0.328 2.990 -0.3 -1.0 -2.8
C 3.308 -3.385 0.422 -2.4 -3.8 1.8
H 3.193 -3.539 1.504 0.0 0.1 -0.4
H 2.803 -4.112 -0.229 0.1 0.3 0.2
C 4.119 -2.448 -0.068 3.5 3.0 -1.8
H 4.318 -2.363 -1.146 -0.2 0.0 0.4
H 4.704 -1.793 0.594 -0.3 -0.2 -0.3
Br -2.947 3.953 -2.641 1.3 -1.9 1.4
C -2.491 2.698 -1.218 -1.4 1.7 -0.9
C -3.408 2.789 -0.164 -0.5 -0.6 1.6
C -3.271 1.976 0.968 0.3 0.5 -1.2
C -2.179 1.058 0.960 -1.2 0.5 0.9
N -1.287 0.955 -0.038 -0.7 1.3 -1.0
C -1.434 1.779 -1.105 0.9 -1.1 0.4
H -4.225 3.495 -0.214 -0.1 0.0 0.0
H -4.003 2.096 1.787 0.7 -0.4 -0.4
H -2.089 0.422 1.850 0.3 0.0 -0.5
H -0.678 1.673 -1.867 0.0 0.2 -0.3